No. 1
{
  "formula": "C31H25CrN5O8",
  "method": "ωB97M-V with the def2-TZVPD basis set",
  "elements": ["Cr", "C", "O", "C", "C", "C", "C", "C", "C", "N", "N", "C", "C", "O", "C", "C", "C", "C", "C", "C", "C", "C", "H", "H", "H", "H", "H", "H", "H", "H", "H", "H", "H", "H", "H", "O", "C", "C", "C", "C", "C", "C", "C", "O", "N", "O", "O", "H", "H", "H", "H", "O", "C", "N", "C", "O", "C", "C", "C", "C", "N", "C", "H", "H", "H", "H", "H", "H", "H", "H"],
  "xyz": [[0.318207, 0.506026, 0.219368], [1.020960, -2.786348, -1.392555], [0.358565, -0.488442, -1.591003], [1.102287, 0.143811, -2.576416], [1.343673, -0.339678, -3.850764], [2.125030, 0.416422, -4.712507], [2.675992, 1.619139, -4.292439], [2.451938, 2.091158, -3.016036], [1.648705, 1.361260, -2.135420], [1.389603, 1.685776, -0.816970], [1.938534, 2.796152, -0.423049], [1.916957, 3.226083, 0.828939], [1.387935, 2.499874, 1.956260], [0.815663, 1.359529, 1.824444], [1.568650, 3.058394, 3.253692], [2.263773, 4.209932, 3.455195], [2.796995, 4.953617, 2.369336], [3.523021, 6.140250, 2.566602], [4.000646, 6.864281, 1.502465], [3.739396, 6.435318, 0.199359], [3.032282, 5.275993, -0.016589], [2.576490, 4.492196, 1.052547], [1.203397, -3.527032, -2.179366], [0.076944, -2.754329, 0.525212], [1.949904, -2.237243, -1.214673], [0.931404, -1.287115, -4.164779], [2.317891, 0.060981, -5.711252], [3.296678, 2.185291, -4.968836], [2.903103, 3.004379, -2.665548], [1.136359, 2.516734, 4.082272], [2.416146, 4.581326, 4.458322], [3.701301, 6.479955, 3.576053], [4.568835, 7.768764, 1.663082], [4.103341, 7.013651, -0.639226], [2.814823, 4.944371, -1.019241], [-1.595863, 1.645809, 0.540388], [-2.005066, 1.616829, 1.708567], [-2.106816, 0.453922, 2.540287], [-2.803105, 0.529842, 3.745705], [-3.060842, -0.609763, 4.491057], [-2.653921, -1.867551, 4.009200], [-1.900487, -1.961434, 2.874174], [-1.532952, -0.805801, 2.126530], [-0.715784, -0.894561, 1.151331], [-3.736605, -0.514027, 5.738283], [-4.081313, -1.550073, 6.285018], [-3.921315, 0.601122, 6.201623], [-2.350753, 2.559489, 2.170457], [-3.174504, 1.484707, 4.090152], [-2.928130, -2.748999, 4.568335], [-1.553688, -2.923412, 2.522533], [-2.844966, -6.446865, -3.320152], [-2.756907, -5.156157, -3.886321], [-3.643105, -4.280168, -3.193860], [-3.342177, -3.354581, -2.235935], [-4.198864, -2.614251, -1.806600], [-1.905577, -3.297091, -1.801703], [-1.414020, -4.512721, -1.194670], [-0.337500, -4.626987, -0.410228], [0.578606, -3.500975, -0.099117], [0.058225, -1.845235, -1.899951], [-1.286428, -2.108154, -1.966108], [-2.240753, -7.042836, -3.775590], [-3.051027, -5.192433, -4.950392], [-1.731014, -4.763726, -3.805569], [-4.631643, -4.438085, -3.339976], [-2.040618, -5.383029, -1.333739], [-0.102620, -5.589671, 0.018507], [1.459941, -3.868687, 0.423871], [-1.863831, -1.264923, -2.332587]],
  "forces_ev_per_a": [[-1.157, -1.369, 0.391], [0.489, -0.089, 0.271], [-0.593, -0.996, -0.347], [0.694, 0.806, -0.300], [-0.256, -0.105, 0.233], [0.041, 0.113, 0.153], [-0.037, -0.089, -0.142], [-0.257, -0.173, 0.308], [0.294, -0.556, -1.359], [1.069, 2.026, 0.831], [-0.128, -0.613, -0.982], [-0.413, -0.278, 0.681], [0.127, -0.295, -0.759], [0.553, 0.950, 1.174], [0.107, 0.281, 0.524], [-0.370, -0.623, -0.056], [0.155, 0.199, -0.661], [-0.023, 0.034, -0.018], [0.030, 0.061, 0.089], [-0.062, -0.149, 0.026], [0.071, 0.060, -0.116], [0.273, 0.425, 0.240], [0.028, 0.146, 0.085], [0.142, -0.083, 0.030], [-0.093, -0.019, -0.163], [-0.046, -0.010, 0.042], [-0.008, -0.099, -0.113], [0.065, 0.074, -0.063], [0.009, 0.082, 0.008], [0.030, -0.104, 0.057], [-0.033, 0.030, 0.119], [0.011, 0.030, 0.138], [0.014, 0.055, 0.069], [-0.039, 0.008, -0.034], [0.052, 0.006, -0.079], [-0.325, 0.264, 0.722], [0.025, 0.381, -0.704], [0.286, -0.879, 0.083], [-0.152, -0.193, 0.178], [0.629, 0.145, -1.257], [0.025, 0.169, 0.081], [-0.001, 0.088, -0.122], [-0.364, 0.342, 0.447], [0.016, -0.433, -0.170], [-0.384, 0.115, 0.690], [-0.003, 0.118, 0.019], [-0.096, -0.083, 0.049], [-0.118, -0.059, -0.088], [-0.029, 0.050, 0.057], [0.029, -0.035, 0.047], [0.023, -0.015, -0.027], [-0.062, -0.363, 0.148], [0.258, 0.318, -0.301], [-0.238, -0.536, -0.312], [0.152, 0.394, -0.156], [-0.106, 0.158, 0.185], [0.071, 0.409, 0.049], [0.311, -0.394, 0.358], [-0.098, -0.041, 0.013], [-0.045, 0.039, -0.164], [0.043, 0.075, -0.209], [-0.476, 0.229, -0.226], [-0.018, 0.041, -0.033], [0.116, 0.033, 0.306], [-0.311, -0.035, -0.087], [0.088, 0.197, 0.032], [0.029, -0.088, -0.028], [-0.050, -0.175, 0.014], [0.041, 0.054, 0.069], [-0.004, -0.025, 0.061]],
  "lumo_energy_ha": [-0.0430, -0.0507],
  "gap_ev": [6.394, 6.771],
  "e_above_lowest_kcal_mol": 7.2,
  "multiplicity": 5
}

No. 2
{
  "formula": "C31H25IrN6O3P2S2",
  "method": "ωB97M-V with the def2-TZVPD basis set",
  "elements": ["Ir", "S", "P", "C", "P", "S", "C", "C", "C", "C", "C", "C", "C", "C", "C", "C", "C", "C", "C", "C", "C", "C", "C", "C", "C", "C", "C", "C", "C", "C", "H", "H", "H", "H", "H", "H", "H", "H", "H", "H", "H", "H", "H", "H", "H", "H", "H", "H", "H", "H", "N", "C", "N", "C", "N", "C", "C", "N", "C", "C", "N", "H", "H", "H", "H", "H", "O", "N", "O", "O"],
  "xyz": [[0.528457, -1.668919, -1.290585], [0.238335, 0.587034, -2.711466], [-0.543896, 1.017358, -0.917127], [0.082106, -0.185075, 0.097620], [1.293642, -0.214336, 1.322667], [2.973955, -0.891770, 0.491886], [0.707709, -1.345702, 2.622578], [1.572459, -2.269381, 3.199455], [1.103296, -3.147700, 4.168192], [-0.226816, -3.103929, 4.562268], [-1.090214, -2.179284, 3.991405], [-0.625461, -1.304468, 3.019564], [1.592116, 1.356034, 2.193521], [0.527175, 2.076378, 2.735125], [0.756463, 3.279775, 3.383634], [2.052233, 3.766204, 3.507868], [3.115853, 3.047788, 2.980206], [2.887430, 1.845345, 2.319084], [-0.190852, 2.711792, -0.400717], [-1.182407, 3.652974, -0.139399], [-0.826283, 4.951784, 0.208901], [0.511215, 5.305890, 0.295849], [1.503788, 4.365402, 0.037588], [1.155108, 3.072659, -0.315175], [-2.353129, 0.857778, -0.924806], [-3.054136, 0.641192, -2.105306], [-4.432307, 0.449950, -2.071186], [-5.106549, 0.475136, -0.860557], [-4.406518, 0.692943, 0.321419], [-3.035100, 0.879905, 0.289371], [2.602399, -2.309615, 2.868122], [1.776340, -3.874413, 4.607356], [-0.598987, -3.805308, 5.299420], [-2.133647, -2.156176, 4.282691], [-1.308982, -0.613379, 2.538881], [-0.486079, 1.700400, 2.640340], [-0.076393, 3.838308, 3.794618], [2.228765, 4.705058, 4.018688], [4.127644, 3.423230, 3.081783], [3.707159, 1.281063, 1.891373], [-2.226582, 3.375101, -0.211211], [-1.597454, 5.687025, 0.406919], [0.784063, 6.320686, 0.559686], [2.548641, 4.641457, 0.111346], [1.918204, 2.331297, -0.527268], [-2.515122, 0.614325, -3.043872], [-4.976492, 0.280369, -2.992468], [-6.177376, 0.317024, -0.831625], [-4.931400, 0.705076, 1.268559], [-2.485145, 1.030950, 1.212120], [3.855817, -1.215427, -3.882936], [3.401932, -1.063437, -2.638362], [2.262831, -1.707279, -2.545697], [2.057568, -2.226334, -3.790772], [3.009426, -1.951275, -4.637358], [0.838897, -2.986620, -4.052720], [0.647416, -3.812018, -5.148025], [-0.491893, -4.472450, -5.328744], [-1.428276, -4.302579, -4.400920], [-1.230770, -3.497941, -3.287286], [-0.092983, -2.835610, -3.124354], [4.699600, -0.852647, -4.290420], [3.886184, -0.512317, -1.845435], [1.435336, -3.937506, -5.882341], [-2.361640, -4.831845, -4.548431], [-1.985169, -3.363820, -2.523532], [-1.789905, -3.782154, 1.022051], [-1.074676, -3.182176, 0.264958], [-1.526128, -2.336717, -0.577648], [0.179185, -3.345093, 0.230656]],
  "forces_ev_per_a": [[-3.465, 1.467, -2.140], [0.212, -1.622, 0.084], [-0.026, -0.112, 1.437], [1.067, -0.037, 0.545], [0.172, -0.288, -0.616], [0.653, 0.080, 0.849], [0.153, 0.004, 0.034], [-0.071, -0.012, 0.139], [0.027, 0.055, -0.039], [-0.010, -0.013, -0.008], [-0.024, 0.047, -0.035], [-0.001, -0.069, 0.067], [-0.131, -0.003, 0.084], [0.075, 0.009, 0.032], [-0.067, -0.031, -0.004], [0.026, -0.027, -0.015], [-0.050, -0.031, -0.018], [-0.033, 0.131, 0.098], [-0.111, 0.147, -0.287], [0.104, 0.031, 0.003], [-0.056, -0.040, 0.025], [0.014, -0.039, -0.015], [-0.007, -0.025, -0.030], [-0.059, 0.112, -0.068], [-0.036, 0.110, -0.452], [-0.097, 0.065, 0.119], [0.046, 0.003, -0.007], [0.023, -0.013, -0.013], [0.021, 0.014, 0.018], [-0.016, -0.022, 0.012], [-0.008, 0.005, -0.017], [-0.024, 0.012, -0.023], [0.025, 0.033, 0.002], [0.036, -0.005, -0.008], [0.007, -0.044, -0.030], [0.032, 0.014, 0.022], [0.029, -0.012, -0.023], [0.007, -0.015, -0.009], [-0.034, -0.017, -0.008], [-0.030, -0.010, 0.015], [0.025, 0.044, -0.017], [0.031, -0.034, -0.004], [0.000, -0.033, 0.015], [-0.039, -0.010, 0.005], [0.002, 0.022, 0.010], [-0.020, -0.003, -0.011], [0.017, -0.007, 0.024], [0.013, 0.010, -0.006], [0.013, 0.001, -0.016], [-0.009, -0.031, -0.014], [-0.016, -0.067, -0.143], [0.307, 0.101, 0.063], [-0.579, 0.092, 0.767], [-0.034, -0.223, 0.049], [0.249, 0.049, 0.009], [0.346, 0.078, -0.405], [-0.058, -0.016, -0.251], [0.158, 0.076, 0.049], [0.036, 0.051, -0.120], [-0.342, 0.119, 0.043], [0.481, -0.842, 0.644], [0.044, 0.028, 0.016], [-0.128, -0.011, -0.032], [-0.059, 0.000, 0.022], [0.004, 0.024, 0.086], [0.023, -0.056, 0.018], [0.122, 0.082, -0.179], [-0.198, -0.185, 0.099], [0.544, 0.488, -0.047], [0.694, 0.399, -0.393]],
  "lumo_energy_ha": [-0.0275, -0.0275],
  "gap_ev": [6.108, 6.109],
  "e_above_lowest_kcal_mol": 62.4
}

No. 3
{
  "formula": "C31H25N2O7SiV",
  "method": "ωB97M-V with the def2-TZVPD basis set",
  "elements": ["V", "O", "C", "O", "C", "C", "N", "N", "C", "C", "O", "O", "H", "H", "H", "C", "C", "O", "C", "C", "C", "C", "C", "C", "O", "H", "H", "H", "H", "H", "H", "H", "O", "Si", "C", "C", "C", "C", "C", "C", "C", "C", "C", "C", "C", "C", "C", "C", "C", "C", "C", "C", "H", "H", "H", "H", "H", "H", "H", "H", "H", "H", "H", "H", "H", "H", "H"],
  "xyz": [[0.301785, 1.242735, -0.248707], [5.129601, 1.572904, 3.062379], [5.471153, 1.487315, 1.783537], [6.604438, 1.460155, 1.409295], [4.373837, 1.400221, 0.759524], [4.620451, 1.265726, -0.595684], [3.438902, 1.205046, -1.224077], [2.423976, 1.306181, -0.365356], [2.985984, 1.422317, 0.847648], [2.002403, 1.557806, 1.947116], [2.210144, 1.629189, 3.108440], [0.750309, 1.624884, 1.387255], [4.172164, 1.583118, 3.229447], [5.564268, 1.210951, -1.115830], [3.275278, 1.096447, -2.214927], [-3.774898, 1.984187, 0.328217], [-2.427955, 2.264383, -0.221645], [-1.533387, 1.385755, 0.070431], [-2.108071, 3.401452, -1.013205], [-3.085179, 4.391823, -1.259923], [-2.777464, 5.525562, -1.964109], [-1.471112, 5.694421, -2.443672], [-0.500533, 4.736045, -2.229322], [-0.801993, 3.583563, -1.525867], [0.176817, 2.669272, -1.329413], [-3.806113, 0.977795, 0.738192], [-4.533580, 2.085456, -0.447701], [-4.000476, 2.706126, 1.118630], [-4.083707, 4.254053, -0.870104], [-3.527677, 6.281943, -2.142533], [-1.214488, 6.591231, -2.991919], [0.507010, 4.860792, -2.603882], [0.261613, -0.343774, -0.576433], [-0.284252, -2.005600, 0.036710], [0.229344, -1.865188, 1.793377], [1.325613, -2.597976, 2.267864], [1.754174, -2.446806, 3.581205], [1.094909, -1.568940, 4.429016], [0.003729, -0.838245, 3.975457], [-0.428788, -0.983555, 2.666766], [-2.081073, -1.852853, -0.312339], [-3.041912, -2.066317, 0.682910], [-4.394107, -1.960218, 0.383369], [-4.795614, -1.628630, -0.903845], [-3.852872, -1.412807, -1.901584], [-2.501527, -1.529764, -1.610930], [0.719563, -3.067115, -1.054178], [0.130248, -4.104434, -1.780979], [0.912161, -4.928281, -2.580798], [2.279964, -4.718875, -2.661592], [2.879774, -3.689721, -1.944296], [2.105730, -2.868457, -1.142102], [1.833285, -3.303694, 1.621950], [2.593443, -3.025917, 3.943114], [1.425960, -1.459776, 5.453542], [-0.512707, -0.161630, 4.643921], [-1.284593, -0.411139, 2.324883], [-2.740349, -2.344307, 1.685442], [-5.132390, -2.152465, 1.150985], [-5.850321, -1.556937, -1.136829], [-4.172881, -1.178996, -2.908752], [-1.771186, -1.390557, -2.401617], [-0.938522, -4.274817, -1.721843], [0.452397, -5.734457, -3.136457], [2.888224, -5.363820, -3.281867], [3.950405, -3.542028, -2.002856], [2.580679, -2.080751, -0.563444]],
  "forces_ev_per_a": [[-0.044, 0.569, 0.243], [-0.021, 0.016, 0.065], [0.071, -0.072, -0.092], [-0.013, 0.021, 0.013], [-0.022, 0.034, 0.225], [0.061, -0.053, -0.065], [-0.026, -0.010, -0.075], [0.095, 0.170, 0.447], [-0.236, -0.024, -0.286], [0.507, -0.032, -0.123], [-0.048, 0.011, 0.068], [-0.303, -0.028, 0.249], [0.023, 0.010, -0.039], [-0.016, -0.006, -0.006], [-0.026, 0.017, 0.005], [-0.091, -0.008, -0.012], [0.120, -0.215, 0.014], [0.040, 0.420, -0.182], [0.131, -0.265, 0.190], [-0.070, 0.032, -0.006], [0.146, -0.013, -0.039], [-0.255, 0.010, 0.071], [0.423, -0.189, -0.148], [-0.240, 0.229, 0.005], [-0.121, -0.660, -0.026], [0.033, -0.002, 0.000], [-0.015, 0.028, 0.022], [-0.013, 0.001, -0.021], [-0.007, 0.017, -0.006], [0.005, 0.004, -0.001], [0.010, -0.003, -0.007], [-0.036, 0.049, -0.019], [-0.122, 0.292, -0.556], [0.001, -0.163, 0.138], [0.033, -0.017, 0.036], [-0.072, 0.085, 0.135], [-0.004, -0.047, -0.087], [0.037, -0.017, 0.043], [-0.100, 0.042, -0.073], [0.159, -0.108, 0.042], [-0.033, 0.003, -0.046], [-0.025, -0.004, -0.099], [0.038, -0.007, 0.036], [-0.049, -0.003, 0.037], [0.104, 0.010, -0.055], [-0.109, -0.012, 0.088], [0.083, -0.067, -0.023], [0.083, 0.004, -0.040], [-0.063, 0.008, 0.023], [0.014, -0.020, -0.017], [0.022, 0.075, 0.062], [-0.067, -0.117, -0.063], [0.003, 0.006, -0.024], [-0.006, 0.010, 0.009], [-0.001, 0.004, -0.006], [0.018, -0.011, 0.006], [-0.022, -0.002, -0.003], [0.012, 0.014, 0.010], [-0.001, 0.005, -0.012], [0.005, -0.003, 0.004], [0.000, -0.003, 0.004], [-0.009, 0.004, -0.009], [-0.001, -0.003, -0.006], [0.009, 0.004, 0.001], [-0.010, -0.001, 0.000], [-0.009, -0.009, -0.008], [0.019, -0.007, -0.015]],
  "lumo_energy_ha": -0.3404,
  "gap_ev": 5.161,
  "total_charge": 2,
  "e_above_lowest_kcal_mol": 6.5
}

What is the formula in the first record? C31H25CrN5O8